[1]
{"formula": "C31H71BBrClN7O4", "method": "wB97M-V/def2-TZVPD", "total_charge": 1, "homo_lumo_gap_ev": 7.3, "species": ["C", "O", "C", "C", "C", "C", "N", "C", "C", "C", "O", "N", "C", "C", "C", "C", "C", "Br", "C", "Cl", "B", "C", "O", "C", "N", "N", "C", "C", "O", "C", "N", "H", "H", "H", "H", "H", "H", "H", "H", "H", "H", "H", "H", "H", "H", "H", "H", "H", "H", "H", "H", "H", "H", "H", "H", "H", "H", "H", "H", "H", "H", "H", "H", "H", "H", "H", "H", "H", "H", "H", "H", "H", "C", "C", "N", "C", "C", "C", "C", "H", "H", "H", "H", "H", "H", "H", "H", "H", "H", "H", "H", "H", "H", "H", "C", "C", "N", "C", "C", "C", "C", "H", "H", "H", "H", "H", "H", "H", "H", "H", "H", "H", "H", "H", "H", "H"], "xyz": [[-2.6682, -4.0409, 2.1801], [-2.5014, -2.8805, 1.3848], [-1.1860, -2.7689, 0.8804], [-0.8456, -1.3397, 0.4998], [-1.0111, -0.3440, 1.6563], [0.2856, 0.1798, 2.2685], [1.2335, -0.8588, 2.4784], [0.9772, 1.4169, 1.5678], [0.0307, 2.4964, 0.9588], [-0.9435, 3.4203, 1.6771], [-0.7470, 3.8716, 2.7750], [-1.9603, 3.8814, 0.8225], [-2.3952, 5.2427, 1.1667], [-3.1038, 2.9697, 0.7230], [1.9407, 1.0271, 0.3676], [1.6306, 1.4242, -1.0877], [0.5444, 0.6798, -1.8432], [3.3128, 1.1014, -2.0537], [1.8176, 2.0511, 2.7495], [3.4309, 1.2242, 2.9926], [2.3394, 3.5863, 2.6078], [3.2578, 4.0525, 1.4265], [1.9350, 4.4711, 3.5794], [0.9977, 1.8208, 4.0017], [-0.0304, 0.7138, 3.7694], [0.2859, -0.3165, 4.7319], [-1.4447, 1.2524, 4.0106], [-2.4769, 0.4797, 4.8396], [-2.1266, 0.4568, 6.2184], [-3.0147, -0.8618, 4.3290], [-3.8259, -0.6284, 3.1400], [-3.7301, -4.1474, 2.3891], [-2.3183, -4.9315, 1.6505], [-2.1155, -3.9588, 3.1242], [-1.0700, -3.4080, -0.0037], [-0.4776, -3.1506, 1.6328], [0.1579, -1.3757, 0.0769], [-1.5039, -1.0296, -0.3123], [-1.7020, 0.4476, 1.3823], [-1.5245, -0.8896, 2.4503], [0.8010, -1.7506, 2.6753], [1.9225, -0.9667, 1.7584], [-0.5333, 2.0555, 0.1427], [0.6933, 3.2290, 0.4976], [-1.5230, 5.8713, 1.3267], [-3.0209, 5.2793, 2.0628], [-2.9628, 5.6305, 0.3229], [-3.8640, 3.4490, 0.1104], [-3.5509, 2.7459, 1.6989], [-2.8263, 2.0384, 0.2288], [2.8943, 1.4866, 0.5906], [2.1581, -0.0358, 0.3294], [1.5080, 2.4968, -1.1982], [0.5100, 1.0287, -2.8733], [-0.4432, 0.8397, -1.4081], [0.7548, -0.3880, -1.8732], [3.7901, 4.9671, 1.6895], [3.9768, 3.3068, 1.0898], [2.6423, 4.2985, 0.5516], [2.6237, 4.8054, 4.1710], [1.6332, 1.4840, 4.8143], [0.4909, 2.7260, 4.3137], [0.1435, 0.1333, 5.6329], [-0.4087, -1.0504, 4.6326], [-1.3084, 2.2012, 4.5125], [-1.9075, 1.4659, 3.0566], [-3.3324, 1.1577, 4.7628], [-1.8814, -0.4353, 6.4985], [-2.2172, -1.5625, 4.0657], [-3.5814, -1.3010, 5.1561], [-3.6988, -1.3454, 2.4346], [-4.8097, -0.5661, 3.3662], [-7.3091, -3.3294, -2.5843], [-6.3111, -2.3945, -1.9198], [-5.0603, -2.2865, -2.6535], [-3.9966, -1.6643, -1.8958], [-4.1646, -0.1950, -1.4853], [-5.1793, -1.8832, -4.0477], [-5.8813, -0.5547, -4.3508], [-6.8523, -4.2998, -2.7811], [-8.1686, -3.4781, -1.9302], [-7.6836, -2.9286, -3.5262], [-6.0601, -2.7855, -0.9289], [-6.7975, -1.4198, -1.7514], [-3.0693, -1.7745, -2.4679], [-3.8628, -2.2514, -0.9800], [-4.0488, 0.4904, -2.3245], [-3.4007, 0.0614, -0.7455], [-5.1346, -0.0085, -1.0224], [-5.7045, -2.6779, -4.5807], [-4.1695, -1.8703, -4.4659], [-6.8228, -0.4642, -3.8069], [-6.1140, -0.4997, -5.4152], [-5.2664, 0.3110, -4.1071], [8.6840, -2.3505, -5.3930], [8.4193, -1.6752, -4.0565], [7.3839, -0.6576, -4.1313], [7.3302, 0.2079, -2.9691], [6.9606, -0.4188, -1.6193], [6.1026, -1.0982, -4.6580], [5.3910, -2.2577, -3.9480], [8.8813, -1.6060, -6.1651], [9.5542, -3.0023, -5.3115], [7.8450, -2.9674, -5.7169], [9.3309, -1.1709, -3.7248], [8.2072, -2.4511, -3.3029], [6.6265, 1.0156, -3.1941], [8.3106, 0.6839, -2.8717], [5.9060, -0.6910, -1.5753], [7.1451, 0.3006, -0.8184], [7.5529, -1.3089, -1.4043], [6.2471, -1.3772, -5.7039], [5.4455, -0.2239, -4.6777], [6.0720, -3.0883, -3.7559], [4.5860, -2.6346, -4.5819], [4.9490, -1.9571, -2.9983]]}

***

[2]
{"formula": "C24H36O18", "method": "wB97M-V/def2-TZVPD", "smiles": "C[C@H]1COC(=O)O1.C[C@H]1COC(=O)O1.C[C@H]1COC(=O)O1.C[C@H]1COC(=O)O1.C[C@H]1COC(=O)O1.C[C@H]1COC(=O)O1", "de_lowest_kj_mol": 62.6, "homo_lumo_gap_ev": 11.0, "species": ["C", "C", "C", "O", "C", "O", "O", "H", "H", "H", "H", "H", "H", "C", "C", "C", "O", "C", "O", "O", "H", "H", "H", "H", "H", "H", "C", "C", "C", "O", "C", "O", "O", "H", "H", "H", "H", "H", "H", "C", "C", "C", "O", "C", "O", "O", "H", "H", "H", "H", "H", "H", "C", "C", "C", "O", "C", "O", "O", "H", "H", "H", "H", "H", "H", "C", "C", "C", "O", "C", "O", "O", "H", "H", "H", "H", "H", "H"], "xyz": [[-5.8092, -1.5873, 3.4775], [-5.1053, -2.4761, 2.5092], [-4.7117, -1.7621, 1.1808], [-3.2879, -1.7467, 1.2158], [-2.8219, -2.5028, 2.2349], [-1.6706, -2.6946, 2.4528], [-3.8323, -2.8956, 3.0351], [-6.8253, -1.4438, 3.0790], [-5.3983, -0.5758, 3.4608], [-5.9538, -1.9481, 4.4906], [-5.6870, -3.3602, 2.2530], [-5.1232, -0.7563, 1.1677], [-5.0362, -2.3874, 0.3522], [1.9681, -3.3996, -2.9244], [3.2784, -3.2776, -2.1763], [4.4646, -2.9720, -3.0921], [5.2989, -2.1439, -2.2720], [4.4864, -1.5121, -1.3958], [4.8047, -0.5671, -0.7450], [3.2950, -2.1276, -1.3238], [2.0582, -4.1846, -3.6742], [1.6709, -2.4605, -3.3853], [1.2103, -3.6836, -2.1902], [3.5164, -4.1783, -1.6063], [4.1517, -2.3868, -3.9626], [4.9952, -3.8446, -3.4625], [1.7994, -2.1354, 1.6318], [2.9993, -1.7292, 2.4462], [2.6246, -0.6368, 3.4512], [2.1306, -1.3849, 4.5541], [2.7084, -2.6101, 4.5309], [2.6290, -3.4165, 5.3911], [3.3520, -2.7988, 3.3551], [1.5904, -1.3678, 0.8829], [0.9016, -2.2952, 2.2321], [1.9654, -3.0548, 1.0672], [3.8759, -1.5072, 1.8449], [1.8662, 0.0409, 3.0566], [3.4412, 0.0145, 3.7763], [-2.8128, -1.1167, -1.9908], [-1.7294, -0.0999, -1.7437], [-0.9327, -0.1393, -0.4241], [0.4194, 0.0244, -0.8379], [0.5128, -0.0926, -2.1822], [1.5217, -0.0170, -2.7965], [-0.6922, -0.3409, -2.7234], [-2.6609, -2.0364, -1.4192], [-2.9355, -1.2317, -3.0625], [-3.7861, -0.8122, -1.5831], [-2.1094, 0.9014, -1.9289], [-1.0937, -1.1034, 0.0575], [-1.2319, 0.6824, 0.2179], [4.4743, 2.3969, -1.8518], [3.1814, 2.2235, -1.0765], [3.1269, 3.0471, 0.2285], [1.8937, 3.7932, 0.1221], [1.4260, 3.7339, -1.1355], [0.4573, 4.3348, -1.4968], [2.2078, 2.9570, -1.9026], [4.2769, 2.1163, -2.8925], [5.2245, 1.6325, -1.6374], [4.8577, 3.4118, -1.8297], [2.8425, 1.2039, -0.9409], [3.8783, 3.8331, 0.2374], [3.0739, 2.4162, 1.1080], [-2.4245, 5.3956, -1.2463], [-2.7361, 4.0010, -0.7625], [-2.5834, 3.8482, 0.7817], [-3.8560, 3.3889, 1.2414], [-4.6303, 3.0902, 0.1771], [-5.6639, 2.5106, 0.2391], [-4.0972, 3.5824, -0.9590], [-2.2368, 5.3793, -2.3176], [-1.5290, 5.6812, -0.7035], [-3.2558, 6.0733, -1.0534], [-2.0530, 3.2739, -1.1834], [-2.3070, 4.7323, 1.3521], [-1.8374, 3.0812, 0.9996]]}

***

[3]
{"formula": "C24H43BN10PbSi4Te", "method": "wB97M-V/def2-TZVPD", "de_lowest_kj_mol": 84.8, "multiplicity": 2, "total_charge": 3, "homo_lumo_gap_ev": [3.7, 3.7], "species": ["Pb", "C", "C", "N", "N", "C", "B", "N", "C", "C", "C", "N", "N", "C", "C", "C", "N", "N", "C", "C", "C", "N", "H", "H", "H", "H", "H", "H", "H", "H", "H", "H", "H", "H", "C", "Si", "C", "C", "Si", "Te", "Si", "C", "C", "C", "Si", "C", "C", "C", "H", "H", "H", "H", "H", "H", "H", "H", "H", "H", "H", "H", "H", "H", "H", "H", "H", "H", "H", "H", "H", "H", "H", "H", "H", "H", "H", "N", "C", "C", "C", "N", "H", "H", "H", "H"], "xyz": [[11.3387, 13.9513, 9.0518], [13.7788, 11.7550, 5.8841], [12.7406, 12.6753, 6.0687], [12.0967, 12.3892, 7.2599], [12.6124, 11.2386, 7.7706], [13.7508, 10.8693, 6.9955], [12.2456, 10.6588, 9.2495], [12.9549, 11.4490, 10.3872], [13.1746, 10.9632, 11.6621], [13.3417, 12.0524, 12.5473], [13.2778, 13.2081, 11.7413], [12.9249, 12.8379, 10.4464], [10.6917, 10.6837, 9.3635], [9.8971, 9.9872, 8.4908], [8.6844, 10.6919, 8.2083], [8.8661, 11.9127, 8.9273], [10.0640, 11.9318, 9.5760], [12.6197, 9.1898, 9.3637], [11.9698, 8.1931, 10.0641], [12.9544, 7.1928, 10.3156], [14.1446, 7.6803, 9.7112], [13.9631, 8.8870, 9.1590], [14.4048, 11.6566, 4.9938], [12.4987, 13.6293, 5.6106], [14.4276, 10.0768, 7.3276], [13.1855, 9.9249, 11.8638], [13.4975, 11.9946, 13.6086], [13.3837, 14.2687, 12.0100], [10.1865, 8.9899, 8.1550], [7.8990, 10.3972, 7.5446], [8.2579, 12.7987, 8.9340], [10.9432, 8.2120, 10.3605], [12.8668, 6.2679, 10.8647], [15.1526, 7.2478, 9.6710], [17.5286, 14.3755, 12.4223], [18.2707, 12.9810, 11.3142], [20.1574, 13.1076, 11.7860], [17.7296, 11.1709, 11.5276], [18.3720, 13.7076, 8.9876], [16.0025, 14.6572, 8.7704], [18.2721, 11.9208, 7.3565], [20.0865, 11.2105, 7.3553], [17.7675, 12.6247, 5.5882], [17.3142, 10.4113, 8.1066], [17.3105, 17.0295, 8.0241], [19.2335, 17.0005, 8.0466], [16.3360, 18.0951, 9.2238], [16.7583, 16.8390, 6.2473], [16.4890, 14.5306, 12.2372], [18.0583, 15.3036, 12.1836], [17.7457, 14.1082, 13.4501], [20.4343, 12.1698, 12.2962], [20.2580, 14.0094, 12.3925], [20.7407, 13.2708, 10.8574], [18.1625, 10.6671, 12.3898], [17.9981, 10.6539, 10.6080], [16.6480, 11.0615, 11.6651], [20.7660, 11.9527, 6.9676], [20.1834, 10.3136, 6.7036], [20.3862, 11.0017, 8.3919], [18.5668, 13.2501, 5.1280], [16.8886, 13.2548, 5.7207], [17.5926, 11.7694, 4.8735], [17.9788, 9.9179, 8.8563], [17.2072, 9.7408, 7.2687], [16.3143, 10.5484, 8.4614], [19.5393, 16.8888, 9.0977], [19.7362, 17.8978, 7.5983], [19.4959, 16.0572, 7.5416], [16.8506, 18.3133, 10.1335], [15.4438, 17.4849, 9.4890], [15.9445, 19.0293, 8.8156], [17.2397, 15.9715, 5.7571], [17.0360, 17.6955, 5.6450], [15.6892, 16.6505, 6.1914], [8.8539, 16.0028, 9.8895], [8.6540, 17.3349, 9.7304], [8.5878, 17.5630, 8.3205], [8.8496, 16.3405, 7.7522], [9.0393, 15.3671, 8.6992], [8.9263, 15.4914, 10.7696], [8.3824, 17.9914, 10.5854], [8.2741, 18.4560, 7.7663], [8.8312, 16.0625, 6.6813]]}

***

| no. | total energy (eV) |
| --- | --- |
| 1 | -135153.7278 |
| 2 | -62328.6794 |
| 3 | -85189.8960 |